# 1
Computed, not measured: a molecular structure, C53H53FN7O6TeW, with ωB97M-V with the def2-TZVPD basis set.

CARTESIAN COORDINATES (ANGSTROEM)
W: -0.86 -0.92 -1.15
O: 3.48 3.23 2.06
C: 3.20 2.11 2.54
O: 3.81 1.37 3.35
C: 1.95 1.47 1.91
C: 1.26 2.14 0.92
C: 0.31 1.48 0.19
N: 0.03 0.19 0.42
C: 0.62 -0.44 1.42
C: 1.58 0.17 2.19
C: 0.26 -1.87 1.48
C: 0.69 -2.70 2.48
C: 0.40 -4.05 2.42
C: -0.34 -4.50 1.35
C: -0.77 -3.59 0.41
N: -0.47 -2.30 0.46
C: -0.42 2.06 -0.96
C: -0.43 3.40 -1.25
C: -1.09 3.85 -2.39
C: -1.68 2.91 -3.20
C: -1.64 1.58 -2.83
N: -1.06 1.17 -1.70
H: 1.55 3.16 0.70
H: 2.11 -0.37 2.97
H: 1.27 -2.29 3.30
H: 0.73 -4.74 3.19
H: -0.59 -5.55 1.24
H: -1.36 -3.89 -0.43
H: 0.08 4.09 -0.59
H: -1.13 4.90 -2.63
H: -2.16 3.19 -4.13
H: -2.04 0.81 -3.46
F: 5.40 -1.45 2.50
C: 5.15 -0.69 1.42
C: 4.14 -1.08 0.61
C: 3.79 -0.35 -0.52
C: 2.59 -0.67 -1.26
O: 1.81 -1.55 -0.88
C: 2.33 0.16 -2.41
C: 3.24 1.12 -2.78
N: 4.32 1.44 -2.05
C: 5.27 2.43 -2.53
C: 5.27 3.81 -1.93
C: 4.79 3.60 -3.33
C: 4.59 0.74 -0.86
C: 5.61 1.15 0.00
C: 5.87 0.50 1.20
N: 6.78 1.08 2.11
C: 6.53 2.50 2.43
C: 7.72 3.14 3.10
N: 7.98 2.38 4.38
C: 8.28 0.94 4.04
C: 7.09 0.33 3.34
C: 1.11 0.03 -3.24
O: 0.91 0.63 -4.25
O: 0.19 -0.82 -2.72
H: 3.56 -1.97 0.86
H: 3.08 1.66 -3.69
H: 6.23 2.00 -2.79
H: 6.23 4.29 -1.77
H: 4.54 4.03 -1.16
H: 5.42 3.92 -4.15
H: 3.73 3.71 -3.52
H: 6.19 2.02 -0.26
H: 5.64 2.59 3.07
H: 6.30 3.06 1.53
H: 7.50 4.17 3.35
H: 8.62 3.08 2.50
H: 7.13 2.40 4.94
H: 8.72 2.80 4.92
H: 8.50 0.40 4.96
H: 9.16 0.94 3.41
H: 6.23 0.31 4.01
H: 7.37 -0.69 3.10
C: -1.14 -3.48 -3.98
C: -1.83 -2.33 -3.30
O: -2.30 -1.45 -3.99
N: -1.91 -2.35 -1.89
Te: -3.83 -0.69 -1.58
C: -6.01 -0.39 -1.61
C: -6.80 0.00 -0.52
C: -6.23 0.29 0.85
C: -8.17 0.15 -0.72
C: -8.76 -0.06 -1.95
C: -10.25 0.07 -2.13
C: -7.95 -0.44 -3.02
C: -6.58 -0.61 -2.87
C: -5.76 -1.02 -4.08
C: -3.64 -1.36 0.43
C: -3.07 -0.53 1.42
C: -3.03 0.98 1.32
C: -2.74 -1.09 2.65
C: -2.97 -2.42 2.94
C: -2.62 -3.01 4.28
C: -3.61 -3.20 1.96
C: -3.95 -2.70 0.72
C: -4.65 -3.59 -0.28
H: -1.90 -4.20 -4.27
H: -0.43 -3.97 -3.31
H: -0.65 -3.11 -4.87
H: -5.45 1.06 0.78
H: -5.80 -0.59 1.31
H: -7.01 0.67 1.51
H: -8.78 0.47 0.12
H: -10.70 0.67 -1.34
H: -10.73 -0.91 -2.12
H: -10.49 0.54 -3.09
H: -8.40 -0.60 -4.00
H: -6.39 -1.11 -4.97
H: -5.27 -1.98 -3.93
H: -4.98 -0.30 -4.31
H: -3.01 1.35 0.31
H: -2.21 1.40 1.89
H: -3.95 1.37 1.77
H: -2.31 -0.45 3.43
H: -1.91 -2.38 4.82
H: -2.19 -4.01 4.16
H: -3.51 -3.11 4.90
H: -3.86 -4.24 2.20
H: -5.12 -4.44 0.23
H: -3.94 -3.99 -1.01
H: -5.42 -3.05 -0.83

## Properties
M: 1214.5 g/mol
Charge: +2
Orbital gap (spin up / spin down): 5.2 / 5.5 eV
2S+1: 2
Expectation value of S²: 1.01

***

# 2
Computed, not measured: a molecular structure, C3H9O3, with ωB97M-V with the def2-TZVPD basis set.

CARTESIAN COORDINATES (ANGSTROEM)
C: -0.93 -0.60 0.58
C: 0.47 -0.52 0.01
O: 0.98 0.80 0.00
C: -2.12 0.08 -0.26
O: -3.32 -0.12 0.25
H: -0.94 -0.19 1.59
H: -1.34 -1.61 0.51
H: 1.07 -1.16 0.67
H: 0.66 -1.00 -0.97
H: 0.12 0.63 -0.75
H: -1.90 1.18 -0.10
H: -1.84 -0.19 -1.32
H: 3.61 1.46 -0.26
H: 2.11 0.64 -0.08
O: 3.39 0.62 0.15

## Properties
M: 93.1 g/mol
Charge: -1
Orbital gap: 6.7 eV

***

# 3
Computed, not measured: 2 unconnected molecules or ions with the total composition C2H9N2, with ωB97M-V with the def2-TZVPD basis set.

CARTESIAN COORDINATES (ANGSTROEM)
N: 0.83 -1.74 -1.24
H: 1.76 -2.28 -0.97
H: 1.06 -1.09 -2.14
H: 0.17 -2.42 -1.36
H: 0.50 -1.01 -0.70
C: 0.18 1.13 1.53
C: -1.51 0.92 -0.08
N: -0.50 0.38 0.44
H: -0.11 2.20 1.60
H: 1.37 1.18 1.31
H: 0.13 0.38 2.40
H: -1.89 0.39 -0.98
H: -1.99 1.94 0.20

## Properties
M: 61.1 g/mol
Charge: +1
Orbital gap: 10.0 eV

***

# 4
Computed, not measured: a molecular structure, C3H5N2OS, with ωB97M-V with the def2-TZVPD basis set.

CARTESIAN COORDINATES (ANGSTROEM)
C: 1.37 -0.34 -0.24
C: -0.90 0.27 0.55
C: -0.81 0.03 -0.88
N: 0.88 -0.20 0.96
N: 0.60 -0.13 -1.27
O: -1.43 0.70 2.99
S: -2.03 0.58 1.70
H: 2.37 -0.47 -0.62
H: -1.30 -0.90 -1.36
H: -1.19 0.78 -1.47
H: 1.40 -0.19 1.83
H: 1.03 -0.14 -2.18

## Properties
M: 117.2 g/mol
Charge: +1
Orbital gap (spin up / spin down): 8.7 / 8.7 eV

***

# 5
Computed, not measured: a molecular structure, C3H4O3, with ωB97M-V with the def2-TZVPD basis set.

CARTESIAN COORDINATES (ANGSTROEM)
C: -0.16 0.25 0.00
C: 0.92 -0.51 0.02
C: -1.65 0.47 -0.03
O: 0.70 1.39 0.01
O: 1.85 0.53 0.00
O: 1.46 -1.93 -0.05
H: -1.77 1.10 -0.88
H: -1.99 -0.58 0.03
H: -1.82 1.17 0.92
H: 2.45 -1.90 -0.02

## Properties
M: 88.1 g/mol
Charge: 0
Orbital gap: 9.6 eV

***

# 6
Computed, not measured: C3H7NS2 in the gas phase, with ωB97M-V with the def2-TZVPD basis set.

CARTESIAN COORDINATES (ANGSTROEM)
C: -0.67 2.38 1.97
C: 0.05 0.31 0.41
C: -0.49 -0.81 -0.48
H: -0.04 2.85 1.21
H: -0.08 2.11 2.88
H: -1.51 3.05 2.21
H: 0.58 1.04 -0.18
H: 0.79 -0.15 1.14
H: -1.44 -1.19 -0.29
H: 1.82 -2.45 -2.35
N: 0.08 -1.54 -1.33
S: -1.39 0.88 1.37
S: 1.77 -1.24 -1.79

## Properties
M: 121.2 g/mol
Charge: 0
Orbital gap: 9.8 eV
SMILES: CSC/C=N\S

***

Summary of energy relative to the best compared isomer or geometry (same formula, charge and spin) in eV
2.4272; 4.2425; 2.2328; 2.6242; 6.1517; 1.4824
(order as listed above)